12
Properties=species:S:1:pos:R:3:lowdin_charge:R:1 method="wB97M-V/def2-TZVPD" multiplicity=1 fmax_ha_per_bohr=0.0260
O -0.5701 1.2595 1.5713 0.047
C -1.2162 0.4877 0.9049 -0.250
C -0.6383 -0.8195 0.3638 -0.104
C 0.2926 -0.4652 -0.7891 -0.277
C 1.3176 0.6260 -0.5128 -0.117
O 1.6838 -0.6817 -0.8903 -0.041
H -2.2644 0.7384 0.6331 0.124
H -1.4601 -1.4741 0.0464 0.110
H -0.0648 -1.2950 1.1585 0.130
H -0.1444 -0.7553 -1.7630 0.150
H 1.2524 1.4909 -1.1637 0.104
H 1.8120 0.8883 0.4409 0.125

***

17
Properties=species:S:1:pos:R:3:lowdin_charge:R:1 method="wB97M-V/def2-TZVPD" multiplicity=1 fmax_ha_per_bohr=0.0692 total_charge=+1
N 2.2889 -1.7628 -0.3559 0.247
C 1.3415 -0.8029 -0.3449 -0.370
N 0.0823 -0.9576 0.1824 0.196
C -0.5573 0.3635 0.0941 -0.411
C -2.0274 0.4588 0.2476 -0.033
C -1.1388 0.9098 1.3791 -0.018
C 0.3039 1.1388 -0.8674 0.036
O 1.5821 0.3988 -0.7666 0.100
H 2.0828 -2.7184 -0.1469 0.134
H 3.0754 -1.4273 -0.9509 0.168
H -0.3970 -1.9047 0.2803 0.215
H -2.5519 -0.5047 0.1282 0.125
H -2.5829 1.2928 -0.1825 0.126
H -1.1328 1.9738 1.4567 0.113
H -0.7880 0.4621 2.2208 0.084
H -0.1137 1.0130 -1.8853 0.164
H 0.5329 2.0670 -0.4888 0.122

***

14
Properties=species:S:1:pos:R:3:lowdin_charge:R:1 method="wB97M-V/def2-TZVPD" multiplicity=1 fmax_ha_per_bohr=0.0457
C -1.4203 -0.3462 0.2317 -0.096
C -0.6151 -0.0579 1.2603 -0.091
C 0.7197 0.3870 0.8535 -0.245
C 1.4751 -0.4111 -0.1303 -0.122
C 0.5513 0.5553 -0.7825 -0.170
C -0.8343 0.0088 -1.1210 -0.170
H -2.3845 -0.8289 0.3363 0.093
H -0.8860 -0.1276 2.3060 0.100
H 1.2979 1.1061 1.4454 0.136
H 1.1390 -1.4441 -0.1144 0.123
H 2.5452 -0.2779 -0.2257 0.101
H 0.6116 1.5775 -0.4157 0.124
H -0.7824 -0.8750 -1.7823 0.114
H -1.4599 0.7303 -1.6645 0.104

***

13
Properties=species:S:1:pos:R:3:lowdin_charge:R:1 method="wB97M-V/def2-TZVPD" multiplicity=1 fmax_ha_per_bohr=0.0151 total_charge=+1
O 1.8972 -0.5499 0.0616 0.001
H 2.1244 -0.4469 -0.8712 0.091
H 2.4804 -1.2501 0.3940 0.103
O -0.1962 1.1391 2.1134 -0.020
H 0.6961 1.3823 2.3792 0.078
H -0.7651 1.7209 2.6305 0.082
O -1.0448 -0.0865 -2.3049 0.008
H -1.7089 0.4870 -2.7256 0.111
H -0.8422 -0.7644 -2.9681 0.105
O -0.6917 -0.5591 0.1483 0.169
H -0.8684 0.1719 0.8052 0.112
H -0.8438 -0.2608 -0.8270 0.077
H 0.3164 -0.6866 0.2217 0.084

***

21
Properties=species:S:1:pos:R:3:lowdin_charge:R:1 method="wB97M-V/def2-TZVPD" multiplicity=1 fmax_ha_per_bohr=0.0840
C -2.7554 -0.6599 1.1766 -0.029
C -1.3248 -0.3685 0.8105 -0.265
C -0.6576 0.8247 1.1337 0.029
C 0.7265 0.8688 0.6559 -0.154
C 1.4074 1.5720 -0.2998 -0.083
C 2.1148 0.9683 -1.3145 -0.133
C 1.8998 -0.2380 -1.9018 -0.094
C 0.8383 -1.1712 -1.6673 -0.028
C 0.4098 -1.3136 -0.4072 -0.202
C 1.2544 -0.5647 0.6559 -0.105
O -0.9119 -1.4558 0.0013 0.021
H -3.1785 0.2528 1.5347 0.059
H -2.8156 -1.3273 2.1323 0.125
H -3.2990 -1.0516 0.3610 0.066
H -1.3619 1.4994 1.6491 0.115
H 1.3150 2.6383 -0.3785 0.109
H 2.6951 1.7330 -1.7322 0.091
H 2.4789 -0.4361 -2.7609 0.089
H 0.4556 -1.9188 -2.4140 0.137
H 2.3601 -0.5731 0.2700 0.152
H 1.1066 -1.0110 1.5910 0.101

***

35
Properties=species:S:1:pos:R:3:lowdin_charge:R:1 method="wB97M-V/def2-TZVPD" multiplicity=1 fmax_ha_per_bohr=0.0101 total_charge=+1
Sn -0.4248 1.1596 0.8762 1.369
N 1.9389 1.6080 0.1519 -0.111
C 2.3151 2.6137 -0.8686 -0.233
C 1.8891 4.0181 -0.4697 -0.185
C 0.3934 4.2518 -0.5955 -0.238
N -0.3710 3.6647 0.5273 -0.082
H 2.3693 1.8658 1.0388 0.094
H 2.3409 0.7043 -0.0910 0.024
H 1.8236 2.3319 -1.8013 0.125
H 3.3917 2.5866 -1.0477 0.123
H 2.4095 4.7212 -1.1207 0.124
H 2.2198 4.2416 0.5512 0.120
H 0.0339 3.7867 -1.5153 0.120
H 0.1832 5.3205 -0.6710 0.123
H -1.3586 3.8474 0.3644 0.087
H -0.1412 4.1484 1.3926 0.101
F -1.8240 1.7974 -0.9250 -0.026
B -2.9662 1.1894 -0.2045 -1.302
F -2.4727 -0.1215 0.0493 0.026
F -4.1133 1.2459 -0.8793 0.242
F -2.9633 1.8689 1.0339 0.054
C -0.5903 -4.8788 1.7512 -0.043
N -0.0665 -3.5338 1.5154 -0.017
C 0.1179 -2.8677 0.3827 -0.759
S 0.8122 -1.2827 0.4927 0.536
N -0.1800 -3.3309 -0.8241 -0.013
C -0.6241 -4.6581 -1.2493 -0.042
H -0.5307 -5.0603 2.8202 0.097
H 0.0016 -5.6371 1.2461 0.087
H -1.6331 -4.9568 1.4533 0.090
H 0.2234 -3.0148 2.3275 0.117
H 0.0097 -2.6665 -1.5559 0.119
H -1.5665 -4.9362 -0.7873 0.085
H 0.1313 -5.4140 -1.0458 0.091
H -0.7779 -4.6128 -2.3232 0.097

***

| no. | HOMO level (eV) |
| --- | --- |
| 1 | -10.03 |
| 2 | -14.03 |
| 3 | -8.04 |
| 4 | -16.33 |
| 5 | -8.08 |
| 6 | -11.72 |